{
  "formula": "C6H5N4",
  "method": "the ωB97M-V functional and the def2-TZVPD basis",
  "symbols": ["N", "C", "C", "N", "H", "H", "H", "H", "C", "C", "C", "N", "C", "N", "H"],
  "xyz": [[-0.08594, 2.39149, 1.94860], [-0.35129, -0.93754, 2.30488], [-0.21107, 1.17416, 2.43832], [-0.16714, 1.45261, 1.01122], [0.47761, 1.80104, -0.71389], [-0.11934, -2.31872, -0.68130], [0.24771, -1.31783, -2.42049], [-0.47600, 0.15121, -2.84112], [0.20580, -0.34089, -2.14832], [0.02635, -0.29084, -0.67712], [0.06372, 1.05262, -0.17347], [-0.37100, -1.44653, 1.23197], [-0.18510, -1.44637, -0.05570], [-0.23077, 0.06585, 3.08275], [1.17648, 0.00976, -2.30633]],
  "atomic_forces_ev_per_a": [[0.4, 1.1, 2.5], [0.4, 0.2, -3.9], [-0.2, 0.8, -2.9], [-0.5, -3.3, 0.8], [0.7, 2.2, -2.6], [-0.3, -0.6, 0.6], [0.0, -3.0, -1.0], [-0.3, 0.4, 0.6], [-0.2, 1.3, 0.3], [-1.0, 1.5, -1.3], [-0.2, -0.9, 1.6], [-0.5, 0.0, 6.1], [0.5, -0.4, -2.4], [-0.5, -0.3, 2.3], [1.6, 0.9, -0.8]],
  "orbital_gap_ev": 9.0,
  "molar_mass_g_mol": 133.134,
  "total_charge": 1,
  "e_lumo_ha": -0.19908,
  "e_tot_ev": -12249.630,
  "de_lowest_ev": 2.8467
}


{
  "formula": "C19H42LaNO3P3",
  "method": "the ωB97M-V functional and the def2-TZVPD basis",
  "symbols": ["H", "H", "H", "C", "C", "C", "H", "C", "H", "H", "C", "H", "C", "H", "H", "C", "H", "C", "O", "C", "H", "C", "C", "H", "H", "H", "H", "H", "C", "H", "H", "H", "H", "N", "H", "O", "H", "P", "H", "H", "H", "P", "P", "H", "H", "H", "H", "H", "H", "H", "H", "La", "H", "H", "C", "H", "C", "H", "C", "H", "H", "O", "H", "C", "C", "H", "C", "C", "H"],
  "xyz": [[-1.19554, -2.75860, 3.46343], [-2.60613, -4.42462, -0.38791], [3.43423, -0.11154, -1.52477], [-1.89381, 2.72755, 0.67924], [-0.98570, 3.83404, -3.22483], [-3.08987, 0.22047, 0.52293], [-2.78850, -0.04369, -0.50240], [-1.81467, 1.92398, -4.41790], [-1.90528, 2.66494, -0.42126], [-0.31041, -4.63194, 2.02951], [-2.81701, -3.93944, 0.57278], [-1.80909, 1.29579, 3.82777], [-1.89806, -2.27812, 2.77029], [-1.26586, -1.78091, 0.11760], [1.91003, 0.77476, 5.60396], [-0.02866, -3.82279, 1.34675], [-0.93917, 4.92109, -3.11643], [-1.06827, 1.06063, -3.60803], [1.49639, 0.27813, 3.29158], [1.18392, 4.22556, -5.18402], [2.68189, -3.72537, 0.53838], [3.44943, -0.23920, 4.55340], [-2.54072, 1.24124, 3.01422], [0.16150, -2.11966, -2.29618], [-2.92342, -2.58837, 3.03140], [-2.93335, -4.72984, 1.32108], [-3.40951, -0.69954, 1.04830], [4.33453, 0.30694, 4.88582], [-0.08673, 2.98835, -2.58553], [0.84316, 3.35495, -2.14747], [-3.20561, 0.38889, 3.21459], [0.77404, -3.22712, 1.79575], [-2.26306, 1.47336, -5.30002], [2.38209, -0.13724, 5.62632], [-1.80464, -1.19517, 2.91826], [0.08830, 0.87749, -1.51236], [3.37603, -3.47939, -1.09703], [-1.65926, 1.05434, 1.40614], [1.16777, 3.27298, -5.74404], [1.65513, 5.36334, -3.51932], [-3.13847, 2.15632, 3.01433], [1.83120, -1.70117, -0.55528], [-1.50631, -2.80620, 1.10399], [-2.65874, 4.00559, -4.57900], [2.75143, -0.24615, 6.56609], [3.24210, -1.60287, -2.47783], [3.95429, -2.50269, 0.30575], [0.03073, -3.38195, -1.06886], [1.41612, -3.42033, -2.21362], [2.00475, -0.31707, -2.57251], [1.68817, -0.87925, 5.49962], [1.35026, 0.94853, 0.50359], [-1.05452, 3.37616, 0.97872], [-3.93602, 0.93595, 0.49854], [-0.29753, 1.60400, -2.56474], [0.45757, 4.98588, -5.57850], [2.70660, -0.83839, -1.90693], [3.04227, 4.27924, -4.05463], [-1.93769, 3.30086, -4.10399], [-3.78432, -3.43864, 0.46227], [-2.84195, 3.15124, 1.04878], [3.44155, 0.58521, 2.19794], [-1.09054, -0.02420, -3.68997], [0.75506, -2.75318, -1.62232], [2.77389, 0.25765, 3.24771], [0.32361, -4.25749, 0.41822], [1.99627, 4.55360, -4.15801], [3.08114, -2.97835, -0.15721], [3.70299, -1.30849, 4.46787]],
  "atomic_forces_ev_per_a": [[-0.2, 0.0, -0.2], [0.2, 0.2, 0.2], [0.2, -0.1, -0.1], [0.4, 0.1, -0.1], [-0.4, -0.2, -0.4], [0.5, -0.2, -0.2], [-0.3, 0.2, 0.2], [-0.1, 0.2, 0.0], [0.0, 0.0, 0.3], [0.0, 0.2, 0.0], [-0.2, 0.1, -0.5], [-0.3, 0.1, 0.0], [-0.3, 0.7, 0.6], [-0.2, -0.5, 0.8], [0.0, -0.3, -0.2], [0.0, 0.1, 0.0], [0.2, -0.4, 0.0], [0.2, 0.5, 0.7], [1.0, 0.1, -0.6], [0.1, 0.5, -0.3], [0.2, 0.1, -0.2], [-0.3, -0.1, -0.2], [0.6, -0.1, 0.6], [0.3, -0.1, 0.1], [0.4, 0.2, -0.1], [0.2, 0.2, 0.1], [0.1, 0.5, -0.2], [-0.2, 0.1, -0.3], [-0.1, 0.0, 0.6], [-0.4, 0.3, 0.5], [0.2, 0.3, -0.1], [-0.2, -0.1, 0.0], [-0.5, 0.3, 0.3], [0.1, -0.1, 0.1], [0.0, -0.3, -0.1], [2.3, -0.6, 2.5], [-0.1, 0.3, 0.5], [-1.9, 0.1, -0.5], [0.8, 0.8, 0.0], [0.5, 0.5, -0.3], [0.1, -0.2, 0.0], [0.2, -1.7, -1.3], [-0.1, -1.2, -0.3], [0.7, -1.0, 0.1], [0.4, -0.1, 0.3], [0.1, 0.2, 0.0], [-0.1, -0.2, -0.1], [0.6, 0.4, -0.6], [-0.4, 0.4, 0.3], [0.2, -0.2, 0.2], [-0.1, 0.4, -0.1], [-1.1, 0.3, -0.6], [-0.4, 0.1, -0.1], [0.5, -0.4, 0.0], [-1.4, 0.8, -1.1], [0.1, -1.1, 1.1], [-0.1, 0.4, -0.2], [-0.4, -1.0, 0.5], [0.3, -0.2, -0.2], [0.2, 0.1, 0.1], [0.4, -0.1, -0.2], [-1.3, -0.7, 1.7], [-0.2, 0.2, -0.3], [-0.8, -0.1, -0.2], [-0.1, 0.5, -1.7], [0.0, -0.2, 0.2], [-0.6, 0.6, -1.3], [0.3, 0.1, 0.4], [0.0, 0.5, -0.1]],
  "orbital_gap_ev": 5.2,
  "molar_mass_g_mol": 564.377,
  "total_charge": 3,
  "e_lumo_ha": -0.33213,
  "e_tot_ev": -56717.887,
  "de_lowest_ev": 0.0000
}


{
  "formula": "C6H13NO",
  "method": "the ωB97M-V functional and the def2-TZVPD basis",
  "symbols": ["H", "C", "H", "H", "H", "C", "N", "H", "O", "C", "H", "C", "H", "H", "H", "H", "H", "H", "H", "C", "C"],
  "xyz": [[1.93894, 1.44593, -0.58700], [-0.35556, -0.86482, -1.28293], [0.32265, 2.85347, 1.14927], [1.29537, 1.53459, 1.53231], [2.20071, -0.18899, -0.71739], [0.20805, 0.23808, -0.44940], [1.53579, 0.55318, -0.84259], [-0.21699, -0.67909, -2.34923], [2.47980, -3.82861, -0.26946], [-1.90201, 0.65221, 0.69052], [-0.19754, 1.84092, 2.49486], [0.23449, 1.81652, 1.50213], [1.95846, -3.01198, -0.13524], [-3.86035, 1.45814, 0.61428], [-1.43710, -0.98283, -1.22312], [-2.47455, 2.59718, 0.19421], [2.45730, -3.97569, -1.23279], [-2.17481, -0.35626, 0.97602], [0.08350, -1.83292, -1.02714], [-2.80429, 1.58696, 0.41519], [-0.42387, 0.88561, 0.53187]],
  "atomic_forces_ev_per_a": [[-0.4, -0.3, 0.3], [-0.8, -0.1, -0.5], [-0.5, 0.0, 0.0], [-0.1, -0.2, 0.5], [0.2, -0.2, -0.1], [0.9, 0.4, 0.0], [0.0, 0.2, 0.0], [0.5, 0.0, 0.1], [-0.4, 0.6, -0.5], [0.5, 0.1, -0.4], [-0.1, -0.2, 0.1], [1.3, 0.5, -0.9], [0.4, -0.7, -0.1], [0.0, -0.2, -0.2], [0.0, 0.0, 0.5], [-0.1, -0.1, -0.3], [0.0, 0.1, 0.6], [-0.4, 0.0, 0.1], [0.1, 0.0, -0.1], [0.1, 0.2, 0.9], [-1.3, -0.2, 0.1]],
  "orbital_gap_ev": 8.9,
  "molar_mass_g_mol": 115.176,
  "e_lumo_ha": 0.02558,
  "e_tot_ev": -9969.077,
  "de_lowest_ev": 2.0973
}